Record 1
The following is a quantum chemistry calculation of 2 unconnected molecules or ions with the total composition C2H11N3P, from OMol25.

Calculated values
LUMO (spin up / spin down) in eV: -6.105 / -4.592
HOMO level (spin up / spin down) in eV: -15.120 / -13.273
Charge: +1
ΔE to the lowest compared entry with this formula, charge and spin in kcal per mole: 59.4
Calculated total energy in a.u.: -588.067166
Maximum force in eV/A: 2.652
Orbital gap (spin up / spin down) in eV: 9.015 / 8.681
Spin multiplicity: 1

```
17
Properties=species:S:1:pos:R:3:nbo_charge:R:1
C -2.306 0.979 0.210 -0.596
C -1.411 -0.014 -0.577 -0.792
N 0.388 -1.096 1.135 -1.126
N 0.947 -1.524 -1.256 -1.088
N 2.819 1.370 0.490 -0.620
P 0.353 -0.291 -0.299 1.643
H -2.164 1.996 -0.019 0.230
H -3.371 0.681 -0.006 0.250
H -2.203 0.880 1.304 0.216
H -1.631 0.107 -1.640 0.278
H -1.833 -1.002 -0.126 0.282
H -0.201 -0.713 1.827 0.416
H 1.246 -1.287 1.645 0.435
H 1.070 -1.680 -2.245 0.446
H 1.786 -1.737 -0.801 0.397
H 3.502 0.943 -0.079 0.302
H 3.008 2.388 0.436 0.329
```

Record 2
The following is a quantum chemistry calculation of C5H8N2 in the gas phase, from OMol25.

Calculated values
LUMO in eV: 0.904
HOMO level in eV: -10.340
Charge: 0
ΔE to the lowest compared entry with this formula, charge and spin in kcal per mole: 32.7
Calculated total energy in a.u.: -304.783398
Maximum force in eV/A: 1.085
SMILES: N#C[C@H](N)C1CC1
Orbital gap in eV: 11.244
Spin multiplicity: 1

```
15
Properties=species:S:1:pos:R:3:nbo_charge:R:1
N 0.706 0.824 2.620 -0.333
C 0.132 0.917 1.620 0.260
C -0.477 0.839 0.261 -0.146
N -1.917 1.017 0.185 -0.798
C -0.093 -0.543 -0.253 -0.226
C 1.312 -1.045 -0.127 -0.414
C 0.723 -0.790 -1.485 -0.406
H -0.008 1.622 -0.348 0.231
H -2.187 1.967 0.415 0.368
H -2.385 0.394 0.838 0.363
H -0.870 -1.278 -0.052 0.221
H 2.062 -0.335 0.212 0.222
H 1.457 -2.046 0.266 0.224
H 0.419 -1.607 -2.132 0.221
H 1.126 0.065 -2.020 0.214
```

Record 3
The following is a quantum chemistry calculation of 13 unconnected molecules or ions with the total composition C13H52O13, from OMol25.

Calculated values
LUMO (spin up / spin down) in eV: -2.322 / -9.197
HOMO level (spin up / spin down) in eV: -11.612 / -11.594
Charge: +1
ΔE to the lowest compared entry with this formula, charge and spin in kcal per mole: 2.7
Calculated total energy in a.u.: -1504.024028
Maximum force in eV/A: 3.041
Orbital gap (spin up / spin down) in eV: 9.290 / 2.397
Expectation value of S²: 0.755
Spin multiplicity: 2

```
78
Properties=species:S:1:pos:R:3:lowdin_spin:R:1
C -2.209 -0.420 -3.665 0.000
O -3.394 0.186 -3.305 0.000
H -1.652 -0.512 -2.732 0.000
H -2.281 -1.400 -4.138 0.000
H -1.559 0.188 -4.294 0.000
H -3.839 0.495 -4.098 0.000
C 2.715 2.390 3.513 0.001
O 2.158 1.275 2.892 0.000
H 2.419 3.353 3.097 0.000
H 2.491 2.360 4.579 0.000
H 3.786 2.388 3.310 0.000
H 2.241 1.343 1.938 0.000
C -1.758 -3.975 -0.126 0.000
O -1.248 -3.278 -1.238 0.000
H -1.506 -3.449 0.795 0.000
H -2.844 -3.912 -0.193 0.000
H -1.514 -5.037 -0.125 0.000
H -1.823 -3.410 -1.995 0.000
C 3.755 2.606 0.163 0.000
O 2.488 1.976 0.144 0.000
H 4.177 2.488 1.161 0.000
H 4.570 2.177 -0.422 0.000
H 3.695 3.675 -0.039 0.000
H 2.394 1.767 -0.788 0.000
C 0.090 -0.869 4.174 0.127
O 1.409 -0.615 4.587 0.656
H -0.390 -1.585 4.841 0.000
H -0.523 0.030 4.115 0.047
H 0.161 -1.263 3.160 0.061
H 1.729 0.043 3.966 0.007
C -3.470 1.924 2.455 0.000
O -3.252 0.566 2.141 0.002
H -2.738 2.514 1.904 0.000
H -4.460 2.274 2.164 0.000
H -3.266 2.123 3.507 0.000
H -3.427 0.486 1.201 0.000
C 2.332 -4.696 -0.143 0.010
O 3.593 -4.028 0.105 0.074
H 2.415 -5.780 -0.069 0.001
H 1.505 -4.394 0.500 0.006
H 2.047 -4.499 -1.176 0.003
H 3.558 -3.164 -0.313 0.000
C -4.249 -1.243 -0.202 0.000
O -3.682 0.086 -0.408 0.000
H -3.843 -1.952 -0.923 0.000
H -4.025 -1.560 0.817 0.000
H -5.339 -1.252 -0.202 0.000
H -3.822 0.455 -1.283 0.000
C 1.607 -1.656 -3.364 0.000
O 1.951 -0.712 -4.386 0.000
H 1.474 -1.162 -2.402 0.000
H 0.653 -2.105 -3.640 0.000
H 2.353 -2.444 -3.255 0.000
H 2.121 -1.270 -5.149 0.000
C -2.894 3.087 -1.900 0.000
O -2.031 4.206 -1.731 0.000
H -3.269 2.953 -2.915 0.000
H -2.311 2.212 -1.612 0.000
H -3.710 3.158 -1.181 0.000
H -1.796 4.215 -0.801 0.000
C -0.369 -0.405 0.417 0.001
O 0.425 -1.544 0.086 0.002
H 0.267 0.247 1.015 0.000
H -0.693 0.132 -0.475 0.000
H -1.224 -0.750 0.999 0.000
H -0.125 -2.120 -0.450 0.000
C 4.697 -0.840 -1.015 0.000
O 3.476 -1.469 -0.597 0.001
H 5.419 -1.501 -1.496 0.000
H 4.557 -0.046 -1.748 0.000
H 5.292 -0.484 -0.173 0.000
H 2.803 -0.831 -0.349 0.000
C -0.106 3.481 1.054 0.000
O -1.192 4.393 0.909 0.000
H -0.154 2.861 1.949 0.000
H -0.049 2.778 0.222 0.000
H 0.742 4.136 0.855 0.000
H -1.529 4.610 1.781 0.000
```